[1]
A 3-piece molecular cluster, C4H13NO2 overall, computed with ωB97M-V with the def2-TZVPD basis set.

Last column: Löwdin charge in e.
Positions of all 20 atoms, in Å:
C 0.316 3.359 -0.955  -0.14
C 0.463 2.080 -0.168  -0.18
C -0.495 1.195 0.156  -0.19
N -0.214 -0.078 0.646  -0.10
C -1.058 -0.580 1.702  -0.12
H 1.056 4.084 -0.574  0.06
H 0.869 3.261 -1.909  0.06
H -0.677 3.703 -1.234  0.07
H 1.441 2.067 0.314  0.10
H -1.529 1.494 0.302  0.11
H 0.670 -0.339 0.225  0.06
H -2.071 -0.298 1.411  0.07
H -1.057 -1.667 1.741  0.07
H -0.904 -0.292 2.742  0.07
H 1.306 -1.804 -0.829  0.04
H 2.483 -1.758 0.031  0.07
O 2.054 -1.214 -0.662  -0.06
H -1.436 -4.630 -0.507  0.04
H -0.338 -4.596 -1.462  0.02
O -0.880 -3.985 -0.971  -0.06

Force components x, y, z for each atom (eV/Å):
1.71 -0.34 -0.73
-0.35 0.98 0.17
0.36 0.38 1.16
-0.27 1.73 -0.45
-0.06 -1.06 -0.60
-1.15 0.45 0.65
-0.59 -0.60 -0.20
-0.05 0.24 0.51
0.08 -1.03 -0.54
-0.35 -0.03 -0.94
0.05 -0.95 1.26
-0.18 0.05 0.25
0.11 -0.20 -0.27
0.46 0.68 -0.04
-0.23 0.22 -0.55
0.19 0.74 -0.39
0.22 -1.28 0.70
-0.16 0.54 0.16
0.61 -0.04 -0.59
-0.37 -0.47 0.43

Output
Orbital gap (eV): 7.5168
Largest force on an atom (eV Å⁻¹): 1.89
Charge: 0
Structure (SMILES): C/C=C/NC.O.O

=====

[2]
One molecule with the formula C19H21NO6, computed with ωB97M-V with the def2-TZVPD basis set.

Last column: Löwdin charge in e.
Positions of all 47 atoms, in Å:
C -0.885 -3.421 -0.149  -0.03
H -1.435 -3.827 -1.022  0.09
O -0.575 -1.948 -0.403  -0.12
C -1.763 -1.233 -0.284  -0.19
C -3.102 -1.802 -0.220  0.11
C -4.219 -0.795 0.088  -0.20
C -3.975 0.543 0.116  -0.21
C -2.601 1.110 -0.362  0.09
C -1.597 0.194 -0.438  -0.15
N -0.168 0.492 -0.545  0.13
C 0.277 1.977 -0.568  -0.34
O -0.385 2.915 -0.584  0.16
C 1.870 1.569 -0.887  0.00
H 2.165 2.714 -1.317  0.19
C 2.562 1.797 0.456  -0.27
C 2.056 0.654 1.648  -0.04
H 2.741 0.596 2.507  0.13
O 2.310 -0.622 0.998  -0.13
C 3.715 -0.573 0.319  -0.21
C 4.056 -1.898 0.183  0.04
C 5.312 -2.104 -0.541  -0.03
C 6.050 -0.897 -0.488  -0.13
C 5.689 0.387 -0.294  0.02
C 4.348 0.493 0.326  -0.19
O 3.970 1.889 0.157  -0.03
H 6.384 1.174 -0.516  0.12
H 7.178 -1.296 -1.034  0.17
H 5.757 -2.925 -0.725  0.02
H 3.360 -2.827 0.351  0.16
H 1.097 0.707 1.825  0.05
H 2.407 2.895 1.004  0.20
H 2.126 0.827 -1.436  0.04
H 0.445 -0.222 -0.542  0.04
H -2.354 2.006 -0.331  -0.01
O -4.991 1.437 0.065  -0.13
C -4.686 3.092 0.015  0.10
H -4.275 3.176 -1.164  0.17
H -5.707 3.374 0.358  0.09
H -4.082 3.281 0.791  0.01
O -5.588 -0.910 0.318  -0.05
C -5.738 -2.473 0.471  0.05
H -5.705 -2.867 -0.368  0.00
H -5.434 -2.926 1.196  -0.01
H -6.947 -2.556 0.478  0.16
H -3.446 -2.616 -0.073  -0.03
H 0.207 -3.936 -0.340  0.13
H -1.271 -3.778 0.791  0.08

Force components x, y, z for each atom (eV/Å):
4.53 -0.25 -3.19
-0.21 0.55 0.67
-2.58 -2.87 1.41
-2.91 -0.46 -0.92
3.30 14.20 0.07
1.55 0.98 -0.33
4.64 3.95 -3.48
-4.42 -10.32 2.02
2.71 -2.02 0.49
-5.96 7.65 0.20
4.11 -10.81 -2.12
-1.54 3.26 0.42
-2.65 13.21 4.78
-0.29 -3.42 0.04
-1.06 2.47 3.40
7.80 -0.51 -4.06
-0.46 0.96 0.11
1.59 1.16 -1.39
-9.81 -7.12 4.75
2.56 -3.98 -3.57
-5.99 7.91 5.50
5.44 -3.48 -4.43
-1.52 -1.56 1.96
8.66 9.74 -4.94
-1.44 -4.13 2.73
-0.27 0.53 0.22
-2.85 2.30 1.73
2.67 -5.87 -1.46
1.08 2.49 -0.04
-4.97 0.62 1.06
-0.49 -2.70 -1.83
1.14 -4.95 -3.50
2.62 -2.61 0.16
1.49 8.12 0.06
-0.24 2.64 0.85
-2.63 -5.03 -4.70
-1.36 0.46 3.68
0.71 0.23 -1.27
2.92 0.76 2.28
1.44 -6.26 0.43
-10.10 10.73 -1.88
1.93 -3.59 -8.00
4.31 -4.37 8.53
2.43 0.30 0.82
-2.98 -11.05 1.37
-2.60 1.32 0.86
-0.26 0.82 0.52

Output
Orbital gap (eV): 7.5222
Largest force on an atom (eV Å⁻¹): 14.86
Charge: 0
Structure (SMILES): COc1cc(OC)c(OC)cc1NC(=O)C[C@H]1COc2ccccc2O1

=====

[3]
One molecule with the formula C5H5NO, computed with ωB97M-V with the def2-TZVPD basis set.

Last column: Löwdin charge in e.
Positions of all 12 atoms, in Å:
N -2.619 0.928 -1.116  0.17
C -1.750 0.836 -0.359  -0.14
C -0.670 0.651 0.630  -0.26
O -0.698 -0.737 1.083  -0.04
C 0.575 -0.982 0.526  -0.21
C 0.783 -0.556 -0.873  -0.09
C 0.753 0.553 0.115  -0.10
H -0.801 1.343 1.464  0.16
H 1.113 -1.834 0.961  0.15
H 1.785 -0.796 -1.214  0.12
H -0.003 -0.658 -1.610  0.11
H 1.533 1.253 0.394  0.13

Force components x, y, z for each atom (eV/Å):
0.92 -0.03 0.73
-0.71 0.28 -0.64
-0.39 -0.46 0.47
-0.73 0.36 -0.50
0.78 0.57 0.19
-0.12 -0.28 -0.52
0.44 -1.05 0.93
-0.04 -0.16 -0.03
0.13 0.86 0.09
-0.12 -0.06 -0.11
-0.04 0.08 -0.20
-0.12 -0.11 -0.40

Output
Orbital gap (eV): 10.4081
Largest force on an atom (eV Å⁻¹): 1.47
Charge: 0
Structure (SMILES): N#C[C@H]1O[C@H]2C[C@H]21

=====

[4]
One molecule with the formula H2O4S3, computed with ωB97M-V with the def2-TZVPD basis set.

Last column: Löwdin charge in e.
Positions of all 9 atoms, in Å:
O 2.832 -1.125 0.483  -0.48
O 0.571 -1.520 -0.724  -0.39
O -2.417 0.624 -0.029  -0.46
O -0.185 1.711 0.691  -0.99
S -1.665 2.061 0.270  0.86
S 1.234 1.273 -0.288  0.66
S 1.453 -0.751 0.411  0.63
H -2.681 -0.078 0.594  0.07
H 0.856 -2.195 -1.410  0.12

Force components x, y, z for each atom (eV/Å):
1.08 -0.14 -0.97
0.13 -1.08 -1.06
0.06 -0.07 -1.10
2.33 -0.94 0.79
-1.36 -0.90 -0.45
-0.74 0.72 -0.29
-2.36 -0.05 1.19
0.52 1.11 0.61
0.34 1.35 1.27

Output
Orbital gap (eV): 8.2180
Largest force on an atom (eV Å⁻¹): 2.64
Charge: 0

=====

[5]
One molecule with the formula C2H4N2O2, computed with ωB97M-V with the def2-TZVPD basis set.

Last column: Löwdin charge in e.
Positions of all 10 atoms, in Å:
C -0.972 0.764 0.067  -0.34
C -0.290 -0.709 -0.120  -0.19
N -0.191 1.869 -0.001  0.17
N 1.943 -0.049 -0.344  -0.03
O 3.001 -0.003 0.191  0.06
O 1.002 -0.836 0.366  -0.11
H -1.753 0.681 -0.614  0.07
H -1.564 0.885 1.125  0.17
H -0.726 -1.506 0.411  0.10
H -0.450 -1.096 -1.082  0.09

Force components x, y, z for each atom (eV/Å):
0.20 -2.07 3.37
-0.30 1.56 1.08
0.42 0.30 -0.35
1.35 0.37 0.28
-2.18 -0.52 -0.62
1.98 0.44 0.46
-1.77 0.55 -1.68
1.33 -0.57 -1.84
-1.49 -0.36 1.39
0.46 0.30 -2.08

Output
Orbital gap (alpha / beta) (eV): 8.7408 / 8.6315
Largest force on an atom (eV Å⁻¹): 3.95
Charge: 0

=====

[6]
One molecule with the formula C9H10N4O, computed with ωB97M-V with the def2-TZVPD basis set.

Last column: Löwdin charge in e.
Positions of all 24 atoms, in Å:
C -0.038 1.064 1.394  -0.05
C -0.888 -1.831 -2.817  -0.11
C -0.028 -0.799 -2.623  -0.04
C -1.564 -2.130 -1.594  -0.04
C -0.209 -0.343 -1.272  -0.20
C 0.070 1.043 -0.834  -0.29
C 0.142 -0.854 2.909  -0.54
C 0.739 3.189 -1.177  -0.13
C 0.678 0.349 2.208  0.00
N -0.655 1.478 0.382  0.18
N 0.753 1.831 -1.560  0.05
N -1.137 -1.153 -0.649  0.08
N 0.978 -1.623 3.697  0.15
O -1.037 -1.165 2.808  0.04
H -1.295 -2.162 -3.732  0.08
H 0.694 -0.197 -3.189  0.11
H -2.322 -2.837 -1.359  0.09
H 1.712 3.609 -1.237  0.07
H 0.431 3.291 -0.176  0.04
H 0.090 3.712 -1.874  0.09
H 1.586 0.861 2.413  0.10
H -1.039 -1.405 0.278  0.09
H 1.862 -1.417 4.119  0.10
H 0.476 -2.512 3.884  0.13

Force components x, y, z for each atom (eV/Å):
-2.55 -0.01 -3.85
-2.56 -1.60 1.79
1.29 3.27 2.99
2.13 2.65 -0.45
0.16 -0.29 -1.50
0.04 -0.79 -0.91
0.17 0.35 0.44
0.14 0.57 -0.64
0.12 -0.03 1.37
2.07 -0.58 2.37
-0.71 -1.67 0.58
-0.23 -1.31 -3.97
-1.74 -0.98 -0.74
0.48 -0.17 -0.53
0.29 -0.81 -0.97
-0.81 -0.65 -0.46
-0.22 -0.40 0.17
0.99 0.43 -0.35
-0.69 0.69 1.17
-0.11 0.36 0.10
1.03 -0.12 0.74
-0.39 -0.13 2.58
0.11 0.22 -0.29
1.00 1.00 0.38

Output
Orbital gap (eV): 8.3577
Largest force on an atom (eV Å⁻¹): 4.62
Charge: 0
Structure (SMILES): C/N=C(\N=C=CC(N)=O)c1ccc[nH]1

=====

[7]
C28H33MnN2O as an isolated structure, computed with ωB97M-V with the def2-TZVPD basis set.

Last column: Löwdin charge in e.
Positions of all 65 atoms, in Å:
C 2.064 -0.501 1.874  -0.17
C 2.216 -1.198 0.633  -0.18
C 1.853 -0.326 -0.421  -0.19
H 2.690 -2.168 0.466  0.11
C 1.458 0.938 0.154  -0.19
C 1.653 0.841 1.580  -0.15
H 1.287 1.869 -0.403  0.08
C -0.923 -2.004 2.607  -0.15
C 0.228 -2.675 2.134  -0.17
C 0.114 -2.826 0.719  -0.15
H 1.038 -3.080 2.758  0.11
C -1.072 -2.147 0.272  -0.32
C -1.737 -1.650 1.481  -0.12
H 2.084 -0.461 -1.482  0.09
H 1.587 1.706 2.266  0.12
H 2.354 -0.866 2.866  0.10
H -2.747 -1.230 1.532  0.12
H 0.698 -3.473 0.071  0.10
H -1.218 -1.896 3.661  0.11
Mn 0.050 -0.537 0.863  0.64
C -1.566 -1.865 -1.143  -0.44
C -3.078 -2.068 -1.117  -0.04
C -0.844 -2.737 -2.178  -0.05
H -3.249 -3.012 -0.591  0.09
H -3.497 -2.172 -2.122  0.08
H -3.577 -1.263 -0.573  0.07
H -1.005 -3.803 -1.964  0.09
H 0.248 -2.558 -2.226  0.08
H -1.257 -2.508 -3.170  0.08
C -0.988 -0.391 -1.409  -0.07
C -1.884 0.602 -2.103  -0.38
H -0.018 -0.476 -1.948  0.09
H -0.844 0.156 -0.385  0.09
O -3.014 0.745 -1.528  0.02
N -1.302 1.298 -3.192  0.06
C -0.088 2.153 -2.888  -0.13
H -1.971 1.952 -3.601  0.12
C 1.269 1.607 -3.279  -0.24
C 2.489 2.252 -2.952  -0.05
H 2.456 3.230 -2.469  0.11
C 3.719 1.619 -3.206  -0.08
H 4.659 2.108 -2.902  0.11
C 3.741 0.371 -3.857  -0.10
H 4.697 -0.131 -4.038  0.10
C 2.540 -0.210 -4.302  -0.09
H 2.545 -1.157 -4.867  0.10
C 1.317 0.434 -4.033  -0.07
H 0.374 0.028 -4.405  0.11
H -0.040 2.432 -1.817  0.11
H -0.173 3.125 -3.406  0.13
C -2.144 2.380 1.474  -0.08
C -1.630 1.888 2.754  -0.41
C -1.924 2.457 4.029  -0.12
C -1.157 1.745 4.971  -0.12
C -0.425 0.772 4.233  -0.41
C 0.603 -0.072 4.860  -0.09
N -0.752 0.847 2.898  0.03
H -1.354 2.454 0.712  0.05
H -2.555 3.384 1.638  0.07
H -2.948 1.736 1.092  0.06
H -2.596 3.295 4.183  0.06
H -1.075 1.877 6.048  0.07
H 0.499 0.025 5.948  0.07
H 0.509 -1.130 4.607  0.04
H 1.609 0.271 4.597  0.06

Force components x, y, z for each atom (eV/Å):
1.39 1.11 -0.28
1.68 1.15 -0.44
1.59 0.71 0.11
-0.53 0.30 0.29
1.55 0.43 0.46
1.20 0.35 -0.66
-0.04 -0.62 0.45
-0.62 -0.85 -0.49
-1.01 -1.13 0.00
-1.42 -0.69 -0.13
-0.47 0.31 -0.42
-0.94 -1.84 1.50
0.02 -1.22 -0.21
-0.44 -0.24 0.43
-0.32 -1.02 -0.41
-0.44 0.09 -0.62
0.69 0.10 -0.03
0.29 0.51 0.16
0.34 0.34 -0.79
-0.14 1.04 3.58
1.43 0.75 0.60
0.05 -0.19 -0.27
-0.19 -0.33 -0.15
-0.06 0.10 -0.08
-0.07 0.28 -0.01
0.05 -0.23 -0.24
-0.01 0.18 -0.11
-0.55 -0.03 0.25
0.09 -0.13 0.06
-0.45 0.43 -0.52
-2.32 -0.43 2.98
-0.73 0.12 0.72
-0.96 0.00 -2.59
3.06 0.68 -3.47
-0.46 1.38 0.35
0.26 0.46 0.48
-0.16 -0.45 0.20
0.58 -0.61 -0.65
-0.36 -0.67 0.03
0.09 -0.30 0.04
-0.48 0.03 -0.22
-0.60 -0.33 -0.18
-0.34 0.12 -0.01
-0.38 0.18 0.07
0.05 0.44 0.05
0.05 0.57 0.37
0.57 -0.28 0.00
0.32 -0.08 0.25
-0.26 -0.31 -0.40
-0.48 -0.46 0.05
-0.48 0.02 -0.65
0.55 -0.12 2.79
0.23 -0.29 -1.18
0.61 -0.85 -0.71
-1.84 1.67 0.01
0.40 -0.41 0.28
0.03 0.57 0.09
-0.11 -0.04 -0.03
0.00 -0.15 -0.22
0.12 0.15 -0.27
0.07 -0.07 0.09
-0.11 0.08 -0.21
0.09 -0.06 -0.15
0.21 -0.03 -0.02
0.10 -0.18 0.03

Output
Orbital gap (alpha / beta) (eV): 5.4166 / 5.4288
Largest force on an atom (eV Å⁻¹): 4.68
Charge: -1
2S+1: 6

=====

Across the entries above, E takes the values -365.36070, -1242.18255, -323.41202, -1496.60569, -338.33105, -643.12231, -2422.39126 Eh, respectively.